{"formula": "C24H75N6O31P7", "method": "ωB97M-V/def2-TZVPD", "symbols": ["C", "O", "P", "O", "O", "C", "O", "C", "H", "H", "H", "H", "H", "H", "H", "H", "H", "C", "O", "P", "O", "O", "C", "O", "C", "H", "H", "H", "H", "H", "H", "H", "H", "H", "C", "O", "P", "O", "O", "C", "O", "C", "H", "H", "H", "H", "H", "H", "H", "H", "H", "C", "O", "P", "O", "O", "C", "O", "C", "H", "H", "H", "H", "H", "H", "H", "H", "H", "C", "O", "P", "O", "O", "C", "O", "C", "H", "H", "H", "H", "H", "H", "H", "H", "H", "C", "O", "P", "O", "O", "C", "O", "C", "H", "H", "H", "H", "H", "H", "H", "H", "H", "C", "O", "P", "O", "O", "C", "O", "C", "H", "H", "H", "H", "H", "H", "H", "H", "H", "N", "C", "N", "O", "H", "H", "H", "H", "N", "C", "N", "O", "H", "H", "H", "H", "N", "C", "N", "O", "H", "H", "H", "H"], "positions_angstrom": [[11.128, -16.065, 15.680], [12.328, -15.407, 15.816], [12.767, -14.432, 14.645], [12.975, -14.953, 13.303], [11.666, -13.305, 14.637], [11.007, -12.840, 13.520], [14.129, -13.817, 15.259], [14.553, -12.564, 14.822], [10.987, -16.711, 16.555], [11.100, -16.653, 14.758], [10.325, -15.300, 15.651], [11.634, -12.928, 12.619], [10.721, -11.768, 13.646], [10.076, -13.404, 13.386], [13.956, -11.758, 15.285], [14.445, -12.499, 13.708], [15.620, -12.442, 15.084], [15.626, -22.341, 19.487], [16.900, -22.335, 18.954], [17.698, -21.111, 18.449], [18.473, -20.365, 19.428], [18.562, -21.634, 17.259], [19.768, -22.316, 17.507], [16.591, -20.224, 17.844], [16.765, -18.902, 17.583], [15.604, -22.234, 20.584], [15.183, -23.292, 19.189], [15.030, -21.518, 19.067], [20.593, -21.596, 17.528], [19.860, -23.040, 16.692], [19.743, -22.846, 18.492], [16.147, -18.647, 16.719], [17.816, -18.692, 17.382], [16.484, -18.298, 18.453], [11.293, -7.844, 15.844], [11.106, -9.218, 15.881], [11.145, -9.988, 17.270], [11.568, -9.153, 18.392], [11.963, -11.292, 16.978], [12.318, -12.244, 17.992], [9.688, -10.594, 17.519], [8.561, -9.736, 17.738], [11.824, -7.526, 14.945], [11.884, -7.504, 16.728], [10.294, -7.362, 15.888], [11.654, -12.127, 18.860], [13.352, -12.069, 18.287], [12.197, -13.222, 17.529], [8.031, -10.084, 18.644], [7.876, -9.814, 16.886], [8.899, -8.688, 17.861], [13.503, -19.257, 21.507], [12.581, -18.660, 20.678], [12.894, -18.311, 19.186], [13.563, -19.456, 18.541], [11.567, -17.877, 18.518], [10.520, -18.808, 18.308], [13.786, -17.027, 19.162], [14.246, -16.471, 17.954], [13.708, -18.525, 22.315], [14.463, -19.476, 21.014], [13.096, -20.165, 21.998], [9.693, -18.264, 17.858], [10.205, -19.276, 19.255], [10.875, -19.585, 17.619], [13.747, -15.504, 17.711], [14.087, -17.156, 17.101], [15.337, -16.311, 18.069], [13.361, -9.712, 21.148], [14.165, -10.597, 21.859], [14.588, -11.945, 21.036], [15.220, -11.712, 19.732], [15.519, -12.757, 21.995], [16.871, -12.943, 21.879], [13.250, -12.815, 21.006], [13.324, -14.138, 20.593], [13.658, -9.622, 20.104], [13.342, -8.693, 21.591], [12.327, -10.092, 21.111], [17.371, -12.824, 22.854], [17.326, -12.280, 21.156], [17.032, -13.972, 21.525], [12.924, -14.226, 19.578], [12.753, -14.778, 21.275], [14.375, -14.479, 20.560], [9.842, -21.173, 14.811], [11.024, -21.579, 14.134], [11.848, -20.679, 13.086], [13.101, -21.253, 12.782], [10.851, -20.469, 11.928], [11.132, -20.003, 10.695], [11.988, -19.238, 13.667], [13.086, -18.975, 14.523], [9.308, -20.453, 14.155], [10.046, -20.828, 15.843], [9.251, -22.101, 14.715], [10.379, -19.272, 10.360], [11.151, -20.826, 9.983], [12.110, -19.513, 10.639], [13.927, -19.643, 14.281], [12.836, -19.126, 15.586], [13.323, -17.904, 14.321], [21.348, -16.970, 19.458], [20.037, -16.647, 19.108], [19.587, -15.140, 19.018], [19.450, -14.449, 20.281], [20.694, -14.547, 18.069], [20.626, -13.207, 17.713], [18.249, -15.171, 18.191], [17.217, -14.250, 18.543], [21.358, -17.896, 20.054], [21.757, -16.176, 20.094], [21.997, -17.038, 18.575], [21.310, -13.028, 16.897], [20.817, -12.537, 18.550], [19.625, -13.027, 17.329], [16.671, -13.979, 17.639], [17.580, -13.383, 19.116], [16.522, -14.806, 19.191], [12.503, -21.798, 16.964], [11.964, -22.605, 17.886], [12.029, -22.019, 19.120], [11.482, -23.685, 17.629], [12.959, -20.938, 17.184], [12.709, -22.270, 16.096], [12.534, -21.163, 19.195], [11.505, -22.420, 19.882], [17.196, -18.460, 21.600], [16.863, -19.390, 22.588], [17.613, -20.482, 22.326], [16.158, -19.225, 23.565], [16.780, -17.581, 21.828], [18.101, -18.571, 21.191], [17.990, -20.497, 21.400], [17.527, -21.243, 22.979], [7.382, -16.691, 19.036], [6.525, -17.681, 19.512], [5.549, -17.906, 18.551], [6.730, -18.321, 20.495], [6.983, -15.914, 18.532], [8.272, -16.454, 19.456], [5.680, -17.453, 17.656], [4.814, -18.598, 18.616]], "atomic_forces_ev_per_a": [[-2.3, -0.5, -0.1], [2.3, 1.3, 0.0], [1.3, 0.8, -0.3], [-0.1, -0.8, -0.4], [0.7, -0.1, 2.2], [-1.0, 1.1, -1.8], [-1.7, -1.6, 0.9], [0.4, 1.5, -1.2], [0.1, 0.2, -0.3], [-0.1, -0.1, 0.1], [0.1, -0.6, 0.0], [-0.3, -0.1, 0.3], [0.4, -0.8, 0.2], [0.2, 0.0, -0.1], [0.3, -0.3, -0.1], [0.2, 0.1, 0.8], [-0.6, -0.1, -0.1], [-2.1, 0.3, 0.6], [1.6, -0.8, -0.4], [0.0, 0.5, 0.3], [1.1, 0.3, 1.3], [-0.8, 0.1, -0.5], [0.7, -0.7, 0.7], [-1.3, -2.2, -0.5], [0.4, 2.4, -0.3], [0.3, -0.1, -0.3], [-0.2, 0.1, 0.2], [0.1, -0.3, 0.1], [-0.1, -0.3, -0.1], [0.3, 0.1, 0.3], [0.0, 0.3, -0.8], [0.1, 0.1, 0.1], [0.0, 0.3, -0.2], [-0.1, -0.1, -0.1], [0.0, 2.2, 1.0], [0.0, -2.0, -0.1], [-0.6, -0.3, 0.7], [0.4, 0.3, 0.3], [0.0, 0.5, -0.8], [-0.3, 0.3, 0.2], [0.0, -0.2, -0.5], [0.0, 0.3, 0.3], [-0.2, -0.4, -0.1], [-0.5, -0.2, -0.7], [0.6, 0.0, -0.2], [0.2, -0.2, -0.2], [0.0, -0.1, 0.0], [0.0, 0.0, 0.1], [0.4, 0.3, -0.4], [0.2, 0.0, 0.1], [-0.3, -0.5, 0.1], [1.9, -0.4, 2.5], [-2.0, 1.4, -1.5], [1.6, -1.4, -0.1], [-0.1, -0.3, -0.6], [-0.4, 1.1, 0.3], [-0.4, -1.0, -0.1], [-0.7, 0.3, 1.2], [0.8, 0.7, -1.4], [0.1, -0.6, -0.3], [-0.4, -0.1, 0.0], [0.1, 0.5, -0.6], [0.0, 0.0, 0.1], [0.1, 0.2, -0.3], [-0.2, 0.1, 0.2], [0.3, -0.8, 0.4], [0.1, 0.3, 0.4], [-0.7, 0.0, -0.2], [-1.8, 1.3, -1.1], [1.3, -2.5, -0.1], [0.0, 1.0, 0.5], [-0.2, 0.1, -0.3], [-2.5, 0.5, 1.0], [2.2, -1.0, -0.2], [0.2, 1.9, 0.9], [0.5, -1.5, -0.7], [0.3, 0.1, 0.0], [0.3, -0.9, 0.0], [0.2, 0.2, 0.2], [-0.3, 0.0, -0.3], [0.1, 0.3, -0.1], [0.2, 0.3, 0.2], [0.0, -0.1, 0.1], [0.1, 0.2, -0.1], [-0.5, -0.1, 0.1], [-0.9, -0.5, -1.4], [1.4, 0.8, -0.7], [-2.5, -0.4, 1.8], [3.3, -1.8, -1.0], [-2.0, -0.8, 1.9], [0.8, 1.3, -2.9], [-0.8, 0.8, 0.5], [0.8, 0.9, 0.3], [0.2, 0.1, 0.8], [-0.2, -0.3, -0.7], [-0.1, 0.6, 1.0], [0.1, -0.3, 0.3], [0.0, -0.1, -0.1], [0.0, 0.0, 0.1], [-0.2, 0.4, 0.0], [-0.2, 0.1, -0.3], [0.2, -0.8, 0.4], [1.5, 0.1, 0.9], [-1.6, 0.1, -0.8], [0.3, -0.8, -0.1], [-0.1, 0.8, 1.3], [0.7, -1.3, 0.1], [-0.7, 1.1, -0.5], [0.4, -0.3, -0.5], [-0.9, -0.2, 0.7], [-0.1, 0.2, -0.5], [0.1, -0.2, 0.0], [-0.3, -0.2, 0.1], [0.4, 0.0, -0.1], [0.1, 0.0, 0.1], [-0.2, 0.4, -0.1], [0.3, 0.1, 0.0], [-0.1, -0.3, -0.5], [0.1, 0.4, -0.1], [0.4, -0.1, -2.2], [0.0, 0.4, 1.0], [-0.7, -0.9, 0.6], [-0.3, -0.6, 0.2], [0.4, 0.3, 0.3], [0.0, 0.4, -0.1], [0.2, 0.5, 0.4], [0.2, 0.1, -0.1], [-2.1, 0.1, 1.0], [1.8, 0.2, -0.4], [-0.6, -0.7, 1.1], [-0.5, 0.2, -0.4], [0.5, 0.7, -0.4], [0.2, 0.5, -0.3], [0.4, -1.0, -0.4], [0.2, -0.2, -0.5], [0.4, 0.9, -0.3], [0.4, 0.2, -2.0], [-0.3, 0.3, -0.1], [-0.2, -0.7, 1.2], [0.0, -0.2, 0.0], [-0.6, -0.5, 0.5], [-0.2, -0.3, 0.3], [0.4, 0.2, 0.4]], "mulliken_charge": [-0.5441, 0.3774, 0.4754, -0.7919, 0.1643, -0.8248, 0.0018, -0.7316, -0.2244, 0.4166, 0.2368, 0.3482, 0.1557, 0.3068, 0.1725, 0.3301, 0.2183, -0.0250, -0.3375, 0.3513, -0.7009, -0.3123, -0.6995, 0.2156, -0.4467, 0.2534, 0.3017, -0.1684, 0.2194, 0.2496, 0.3210, 0.2323, 0.5271, -0.0392, -0.7289, -0.2714, 0.5538, -0.7847, 0.2716, -0.5664, -0.2909, -0.7426, 0.2448, 0.3078, 0.2801, 0.5727, 0.2083, -0.0310, 0.2592, 0.2469, 0.3263, -0.2934, -0.3352, -0.8163, 0.1651, -0.1368, -0.4248, 0.5962, 1.3015, 0.3374, -0.1477, 0.3031, 0.3410, 0.4366, -0.2320, -0.2560, -0.2796, -0.6317, -0.6839, -0.4886, 1.4423, -0.6953, -0.3877, -0.5333, -0.3843, 0.0296, 0.2818, 0.3352, 0.2531, 0.3543, 0.3017, 0.0766, -0.1087, 0.2912, 0.0050, -0.3765, -0.2700, 0.6648, -0.7201, -0.2851, -0.7417, 0.0985, -0.6502, 0.3473, -0.0469, 0.2798, 0.2654, 0.2769, 0.3266, 0.5343, 0.1363, 0.1677, -0.7895, -0.0369, 0.6394, -0.5846, -0.3196, -0.6420, -0.1644, -0.5729, 0.2495, 0.3657, 0.2699, 0.2775, 0.2734, 0.2097, 0.4723, 0.5458, -0.1953, 0.1438, 0.4622, -0.1172, -0.7130, -0.1578, 0.1725, -0.1054, 0.2271, -0.1081, 0.5226, -0.2953, -0.6718, 0.1632, 0.1604, 0.1447, 0.2357, -0.3821, 0.6068, -0.4118, -0.5527, 0.2088, 0.1724, 0.1790, 0.2101], "smiles": "COP(=O)(OC)OC.COP(=O)(OC)OC.COP(=O)(OC)OC.COP(=O)(OC)OC.COP(=O)(OC)OC.COP(=O)(OC)OC.COP(=O)(OC)OC.NC(N)=O.NC(N)=O.NC(N)=O", "homo_lumo_gap_ev": 9.50, "homo_ev": -9.6}